[1]
{
  "formula": "C26H34MnNO7S",
  "method": "the ωB97M-V functional and the def2-TZVPD basis",
  "mol_weight_da": 559.563,
  "gap_ev": [8.5, 9.0],
  "e_above_lowest_ev": 0.317,
  "total_energy_ha": -3141.86569,
  "lumo_energy_ev": [-0.4, 0.1],
  "spin_multiplicity": 5,
  "species": ["Mn", "O", "C", "O", "C", "C", "C", "C", "C", "O", "C", "C", "O", "O", "H", "H", "H", "H", "H", "H", "H", "H", "C", "C", "C", "C", "O", "H", "H", "H", "H", "H", "H", "H", "H", "H", "O", "S", "C", "C", "C", "C", "C", "C", "C", "C", "C", "C", "C", "C", "C", "C", "H", "H", "H", "H", "H", "H", "H", "H", "H", "H", "H", "H", "H", "H", "N", "H", "H", "H"],
  "positions_angstrom": [[0.789008, -0.575059, 1.150032], [-2.002038, -3.370740, 1.696877], [-1.142077, -2.590851, 2.043577], [-0.806870, -1.525381, 1.368803], [-0.421170, -2.776796, 3.390000], [-0.360612, -1.430204, 4.136688], [-0.048071, -1.663431, 5.619573], [1.447519, -2.059075, 5.552423], [1.723803, -1.942358, 4.045829], [0.865926, -0.853183, 3.653796], [1.095127, -3.147614, 3.320842], [1.698003, -3.312458, 1.909243], [2.135618, -4.395337, 1.581398], [1.758763, -2.239904, 1.185542], [-0.989105, -3.521037, 3.941768], [-1.199816, -0.767821, 3.934286], [-0.187706, -0.743164, 6.185871], [-0.687615, -2.432223, 6.050036], [2.070118, -1.366919, 6.117504], [1.637054, -3.067760, 5.914368], [2.750928, -1.721284, 3.767060], [1.299553, -4.081680, 3.836138], [4.356244, -0.429122, 0.843294], [3.437628, 0.763710, 0.548978], [3.999722, 2.024223, 1.206948], [3.323644, 0.958284, -0.969012], [2.159894, 0.549552, 1.086088], [5.341438, -0.271166, 0.402511], [3.914849, -1.338883, 0.438870], [4.465608, -0.551465, 1.922727], [5.021743, 2.206869, 0.872589], [4.000148, 1.897203, 2.290565], [3.381335, 2.889633, 0.960291], [4.305695, 1.102295, -1.421547], [2.700250, 1.829067, -1.187083], [2.853172, 0.074526, -1.403006], [0.025397, 0.247243, -0.766717], [-0.798355, 1.398411, -1.238944], [-0.421919, 1.514667, -3.028719], [-1.124680, 2.685216, -3.651243], [-0.996930, 3.962725, -3.106267], [-1.660441, 5.039933, -3.672112], [-2.457184, 4.856772, -4.793249], [-2.575985, 3.593375, -5.352546], [-1.913970, 2.515184, -4.784415], [-2.544657, 0.787593, -1.292012], [-2.727559, -0.467030, -2.084443], [-3.382935, -0.431323, -3.313232], [-3.530144, -1.588738, -4.061612], [-3.021511, -2.790225, -3.588099], [-2.385633, -2.834603, -2.355877], [-2.243654, -1.680993, -1.599308], [-0.692529, 0.562418, -3.482666], [0.663725, 1.625466, -3.043116], [-0.366387, 4.112394, -2.237393], [-1.553114, 6.026538, -3.240175], [-2.977043, 5.697782, -5.233032], [-3.189179, 3.443838, -6.231935], [-1.997192, 1.531724, -5.230207], [-3.141428, 1.619874, -1.668111], [-2.768506, 0.620417, -0.237061], [-3.791291, 0.505233, -3.673788], [-4.048475, -1.553627, -5.011927], [-3.139322, -3.693733, -4.172474], [-2.005746, -3.771850, -1.970740], [-1.776863, -1.726042, -0.624052], [-0.420400, 1.327682, 2.062551], [-1.398816, 1.097120, 2.188208], [-0.338093, 2.185363, 1.532032], [0.013109, 1.460747, 2.968813]],
  "atomic_forces_ev_per_a": [[0.076, -0.031, 0.410], [0.014, 0.190, -0.095], [0.246, -0.559, 0.509], [-0.582, 0.322, -0.318], [-0.156, 0.266, -0.275], [-0.064, -0.224, 0.270], [-0.029, 0.053, -0.104], [0.023, 0.058, -0.078], [0.043, -0.232, 0.202], [-0.070, 0.222, -0.280], [0.169, 0.141, -0.402], [-0.310, -0.428, 0.737], [0.019, 0.200, -0.156], [0.029, 0.849, -0.671], [0.025, -0.042, 0.018], [0.064, 0.039, -0.008], [-0.010, -0.011, 0.007], [0.021, -0.015, 0.015], [-0.010, -0.002, -0.001], [0.030, -0.002, 0.012], [-0.040, 0.036, -0.034], [-0.047, -0.005, 0.061], [-0.260, 0.128, -0.002], [0.418, -0.237, -0.321], [-0.150, -0.103, 0.008], [-0.090, -0.071, 0.230], [0.055, 0.454, 0.369], [0.019, -0.015, 0.017], [0.081, -0.038, 0.002], [0.026, -0.021, 0.002], [0.002, 0.041, -0.015], [0.033, 0.016, 0.000], [0.020, 0.009, -0.002], [-0.003, 0.009, -0.016], [0.002, -0.002, -0.011], [0.030, 0.019, -0.089], [0.364, -0.717, 0.210], [-0.522, 0.131, -0.407], [-0.080, 0.030, 0.423], [-0.076, 0.104, -0.019], [0.029, -0.057, 0.001], [-0.006, 0.032, 0.005], [-0.001, 0.001, -0.008], [-0.025, 0.004, -0.013], [0.023, -0.061, 0.027], [0.370, 0.016, -0.070], [-0.009, -0.060, -0.062], [0.062, 0.023, 0.014], [-0.029, 0.011, -0.063], [-0.012, -0.004, -0.001], [-0.005, -0.018, -0.008], [-0.016, 0.045, 0.021], [0.008, -0.048, 0.011], [0.010, -0.035, 0.035], [-0.013, 0.026, -0.002], [0.007, -0.011, 0.007], [0.003, -0.005, -0.001], [0.020, 0.004, -0.004], [-0.041, -0.025, 0.022], [0.000, 0.027, 0.025], [0.018, 0.097, 0.032], [0.001, 0.028, -0.030], [0.004, -0.003, 0.013], [0.013, 0.001, 0.003], [-0.010, 0.012, 0.022], [0.006, -0.023, -0.034], [0.210, -0.612, -0.184], [-0.011, 0.070, 0.055], [0.062, 0.005, -0.016], [0.026, -0.003, 0.006]]
}


[2]
{
  "formula": "C26H34N4O4S",
  "method": "the ωB97M-V functional and the def2-TZVPD basis",
  "mol_weight_da": 498.649,
  "smiles": "CCOC(=O)N1CCC(n2c(SCC(=O)NCCC3=CCCCC3)nc3ccccc3c2=O)CC1",
  "gap_ev": 8.9,
  "e_above_lowest_ev": 0.428,
  "total_energy_ha": -1929.42787,
  "lumo_energy_ev": 0.2,
  "species": ["C", "C", "O", "C", "O", "N", "C", "C", "C", "N", "C", "S", "C", "C", "O", "N", "C", "C", "C", "C", "C", "C", "C", "C", "N", "C", "C", "C", "C", "C", "C", "C", "O", "C", "C", "H", "H", "H", "H", "H", "H", "H", "H", "H", "H", "H", "H", "H", "H", "H", "H", "H", "H", "H", "H", "H", "H", "H", "H", "H", "H", "H", "H", "H", "H", "H", "H", "H", "H"],
  "positions_angstrom": [[-7.453581, -0.374964, 2.401774], [-7.156177, -0.277256, 0.917188], [-5.857059, 0.291915, 0.760139], [-5.442464, 0.426122, -0.518612], [-6.103838, 0.093605, -1.474195], [-4.224734, 1.014271, -0.606415], [-3.377929, 1.305909, 0.525538], [-2.170841, 0.365445, 0.544764], [-1.423452, 0.508573, -0.782501], [-0.196254, -0.289437, -0.838690], [1.003171, 0.282456, -1.153786], [1.047240, 2.023704, -1.404372], [2.742981, 2.303517, -2.002837], [3.744775, 2.427976, -0.855728], [4.044349, 3.500580, -0.375984], [4.260865, 1.246088, -0.485822], [5.103698, 1.085034, 0.676999], [4.562554, -0.012103, 1.592237], [3.144949, 0.183509, 2.072684], [2.527145, 1.355754, 2.100210], [1.138186, 1.563712, 2.621039], [0.672178, 0.388147, 3.473683], [0.983970, -0.919457, 2.756931], [2.492151, -1.073636, 2.587769], [2.113439, -0.354989, -1.292187], [2.142390, -1.704323, -1.073089], [3.352011, -2.399298, -1.181533], [3.384310, -3.752018, -0.930047], [2.225061, -4.440221, -0.573174], [1.026322, -3.770618, -0.477850], [0.974828, -2.398182, -0.726305], [-0.290586, -1.678583, -0.645017], [-1.359405, -2.209883, -0.431229], [-2.361982, 0.168192, -1.942627], [-3.570691, 1.103636, -1.891627], [-6.713412, -1.002516, 2.890932], [-7.426553, 0.612418, 2.855049], [-8.439170, -0.806830, 2.548048], [-7.172379, -1.264118, 0.441445], [-7.887621, 0.357542, 0.404533], [-3.959030, 1.197172, 1.439466], [-3.036013, 2.345226, 0.441325], [-2.512496, -0.661694, 0.667321], [-1.517921, 0.621184, 1.379544], [-1.117147, 1.555789, -0.882994], [2.681987, 3.254482, -2.531302], [2.990451, 1.491162, -2.682563], [3.796997, 0.414335, -0.842555], [6.116570, 0.814081, 0.354657], [5.157166, 2.049244, 1.187041], [5.221678, -0.091832, 2.462392], [4.618361, -0.967791, 1.061193], [3.006831, 2.249974, 1.732544], [1.108745, 2.487933, 3.203409], [0.463296, 1.707597, 1.768814], [-0.397764, 0.467586, 3.678452], [1.198897, 0.404697, 4.429956], [0.585576, -1.768311, 3.315937], [0.505065, -0.918175, 1.775612], [2.702579, -1.903844, 1.906353], [2.944466, -1.329573, 3.552095], [4.244625, -1.862704, -1.465927], [4.318819, -4.287722, -1.009370], [2.271062, -5.500298, -0.376792], [0.111273, -4.277164, -0.211835], [-2.695970, -0.865205, -1.848334], [-1.842681, 0.287086, -2.895048], [-4.301119, 0.831243, -2.654486], [-3.247957, 2.139051, -2.051802]],
  "atomic_forces_ev_per_a": [[0.272, 0.116, -0.384], [-0.472, -0.229, -0.032], [0.260, 0.069, 0.073], [-0.124, 0.168, 0.047], [-0.266, -0.228, -0.180], [0.069, 0.081, 0.102], [0.146, -0.093, 0.339], [-0.060, 0.195, -0.009], [-0.497, -0.084, 0.016], [0.052, -0.199, 0.094], [0.791, 0.069, -0.236], [-0.152, 0.440, -0.077], [-0.261, -0.131, 0.239], [-0.047, -0.364, -0.498], [-0.031, 0.467, 0.184], [0.326, -0.293, 0.096], [0.154, 0.036, 0.175], [-0.056, 0.328, -0.113], [0.248, -0.291, 0.065], [-0.137, 0.164, -0.066], [-0.051, -0.122, 0.237], [-0.138, 0.017, -0.266], [0.139, -0.034, 0.276], [-0.263, 0.065, -0.054], [-0.071, 0.198, -0.207], [-0.515, -0.501, 0.161], [-0.068, -0.095, 0.020], [0.081, 0.112, -0.021], [-0.139, -0.088, 0.053], [-0.035, 0.043, 0.010], [0.478, -0.025, -0.076], [0.046, -0.056, -0.031], [-0.047, -0.110, 0.017], [-0.039, 0.247, 0.038], [-0.052, -0.198, -0.326], [0.031, -0.079, 0.099], [-0.039, 0.078, 0.096], [-0.100, -0.043, 0.036], [-0.025, 0.175, 0.042], [0.113, -0.130, 0.047], [0.130, 0.116, -0.082], [-0.044, -0.002, 0.068], [0.031, 0.098, 0.043], [0.064, 0.012, 0.062], [-0.134, -0.171, 0.047], [0.028, -0.064, 0.053], [0.028, 0.067, -0.050], [-0.058, 0.330, -0.034], [-0.059, 0.101, 0.135], [0.042, -0.090, -0.050], [0.057, -0.117, -0.038], [0.036, -0.067, 0.052], [0.225, 0.100, -0.152], [-0.052, 0.033, -0.057], [-0.059, 0.074, 0.016], [-0.002, 0.013, 0.077], [-0.017, 0.010, 0.091], [-0.048, -0.033, -0.064], [-0.050, -0.009, -0.047], [0.078, -0.022, 0.013], [0.045, -0.106, 0.004], [0.088, 0.070, -0.043], [0.080, -0.038, -0.012], [-0.012, -0.089, 0.017], [-0.073, -0.063, 0.019], [0.028, 0.036, -0.042], [0.033, 0.005, -0.038], [0.136, 0.132, 0.058], [-0.040, -0.002, -0.032]]
}


[3]
{
  "formula": "C26H34N7O2PPtS4",
  "method": "the ωB97M-V functional and the def2-TZVPD basis",
  "mol_weight_da": 830.925,
  "gap_ev": [5.6, 5.6],
  "e_above_lowest_ev": 4.249,
  "total_energy_ha": -3598.20126,
  "lumo_energy_ev": [-0.7, -0.7],
  "species": ["Pt", "C", "N", "C", "C", "N", "C", "S", "H", "H", "H", "H", "H", "H", "H", "H", "C", "C", "C", "C", "C", "C", "H", "H", "H", "H", "H", "C", "N", "C", "N", "C", "N", "C", "P", "C", "C", "H", "H", "H", "H", "H", "H", "H", "H", "H", "H", "H", "H", "H", "C", "O", "C", "O", "H", "H", "H", "S", "C", "S", "C", "N", "N", "C", "C", "C", "C", "C", "C", "S", "H", "H", "H", "H", "H"],
  "positions_angstrom": [[-0.082676, 0.565233, 0.406909], [4.115908, -2.609400, 3.105073], [3.279260, -2.648694, 1.939400], [2.780681, -3.858811, 1.320838], [2.047675, -3.330076, 0.072749], [1.999738, -1.901729, 0.299667], [2.770942, -1.553941, 1.340149], [3.018228, -0.005600, 1.877564], [4.405426, -3.616972, 3.386344], [3.600892, -2.130628, 3.941662], [5.012488, -2.023356, 2.899913], [2.087149, -4.373764, 1.996317], [3.598267, -4.538974, 1.065070], [1.029092, -3.714347, -0.015837], [2.589335, -3.560696, -0.850163], [1.853963, -1.240784, -0.476448], [-4.848323, 0.051329, -0.112733], [-3.976121, -0.958303, -0.484512], [-2.611953, -0.792357, -0.302522], [-2.101823, 0.380607, 0.250041], [-2.993329, 1.397728, 0.592679], [-4.357474, 1.232460, 0.420267], [-5.911106, -0.075197, -0.251236], [-4.356937, -1.867184, -0.931907], [-1.936918, -1.594680, -0.583068], [-2.621341, 2.335499, 0.989991], [-5.033849, 2.037226, 0.679289], [-1.819430, -1.861505, 5.204231], [-2.345221, -0.700000, 4.376433], [-1.690238, 0.579212, 4.905673], [-0.288015, 0.472870, 4.895997], [0.155585, -0.669111, 5.671705], [-0.408868, -1.912269, 5.167361], [0.107817, -2.236696, 3.843779], [-0.214260, -0.914080, 2.434265], [-2.055822, -0.889185, 2.936273], [0.282272, 0.506092, 3.560015], [-2.246521, -2.782706, 4.795772], [-2.163524, -1.716136, 6.235759], [-3.358458, -0.624052, 4.500101], [-2.052507, 0.724965, 5.930355], [-2.014517, 1.405240, 4.267427], [-0.159729, -0.537509, 6.713953], [1.243460, -0.732730, 5.630134], [-0.331940, -3.184456, 3.516619], [1.184957, -2.385136, 3.928925], [-2.507302, -1.832277, 2.610390], [-2.538107, -0.086564, 2.374549], [0.011704, 1.442147, 3.051069], [1.370576, 0.492793, 3.644931], [3.061615, 2.680266, -1.530851], [2.122654, 2.284447, -0.527153], [1.628967, 1.071422, -0.581819], [1.984859, 0.221102, -1.403508], [2.550075, 3.314958, -2.256359], [3.454107, 1.794263, -2.035117], [3.857388, 3.232556, -1.033848], [-1.685367, -0.412276, -6.346591], [-1.263539, 0.576908, -5.110319], [-1.621022, 0.280616, -3.409005], [-0.736941, 1.794336, -3.008809], [-0.254241, 2.363928, -4.055376], [-0.558486, 1.730905, -5.205854], [-0.042469, 2.288559, -6.392109], [1.243991, 2.814588, -6.349373], [1.804638, 3.363580, -7.486023], [1.082912, 3.406051, -8.668012], [-0.206351, 2.902614, -8.698510], [-0.779291, 2.348681, -7.567632], [-0.718068, 2.500645, -1.481004], [1.782536, 2.787741, -5.413051], [2.813645, 3.747530, -7.447940], [1.524464, 3.836245, -9.555638], [-0.777901, 2.936861, -9.612917], [-1.787282, 1.969977, -7.594393]],
  "atomic_forces_ev_per_a": [[-1.220, 1.854, -2.451], [0.091, 0.198, 0.095], [-0.179, -0.251, -0.236], [-0.109, -0.351, -0.053], [-0.034, -0.117, -0.214], [0.322, -0.449, -0.053], [0.122, 0.365, -0.093], [0.761, 0.279, 0.421], [-0.044, -0.143, -0.044], [0.039, -0.029, 0.062], [0.008, 0.002, 0.068], [0.084, -0.107, -0.025], [-0.112, -0.004, 0.067], [0.118, -0.203, -0.015], [-0.048, -0.039, 0.079], [0.013, 0.227, 0.100], [-0.318, -0.144, -0.033], [-0.091, -0.045, -0.138], [-0.261, 0.034, 0.121], [-0.058, -0.665, 0.971], [-0.272, -0.118, -0.007], [0.044, 0.190, 0.019], [-0.142, -0.019, -0.044], [-0.064, -0.063, -0.007], [0.026, -0.028, -0.022], [0.045, 0.041, 0.012], [-0.085, 0.014, 0.018], [-0.349, -0.302, 0.281], [0.016, -0.041, 0.481], [-0.197, 0.421, 0.227], [0.030, 0.088, 0.300], [0.096, 0.171, 0.229], [0.081, 0.105, -0.297], [0.673, -0.299, -1.107], [-0.854, 1.254, 1.266], [0.268, -0.154, -1.183], [0.175, 0.228, -0.368], [-0.041, 0.192, 0.015], [-0.016, 0.050, -0.210], [0.123, -0.014, -0.028], [-0.096, -0.118, -0.171], [-0.088, -0.169, 0.028], [0.057, -0.035, -0.109], [-0.065, 0.037, 0.015], [0.048, 0.053, 0.013], [0.047, -0.012, -0.048], [-0.065, 0.111, 0.104], [-0.020, -0.075, 0.166], [0.034, -0.176, 0.166], [-0.178, -0.010, -0.091], [0.155, -0.222, -0.238], [0.669, 0.773, 0.093], [-0.028, -1.761, 0.717], [0.500, 0.426, -0.497], [-0.021, 0.008, 0.056], [0.041, 0.196, 0.065], [-0.044, -0.007, -0.027], [-0.259, -0.612, -0.203], [-0.094, -0.222, 0.330], [0.592, 0.906, -0.523], [-0.495, -1.446, -1.019], [0.446, 0.834, 0.833], [-0.671, -0.612, 0.271], [0.462, 0.407, -0.557], [-0.057, -0.128, 0.148], [0.045, 0.024, -0.023], [0.056, 0.015, -0.017], [0.011, 0.034, -0.060], [-0.067, -0.009, 0.209], [0.422, -0.383, 2.346], [0.055, -0.017, -0.014], [0.053, 0.067, 0.003], [0.005, 0.002, -0.066], [-0.076, 0.027, -0.099], [-0.019, -0.035, -0.008]]
}